# 1
Entry from OMol25: C17H35BN4O3RhS2Sb as an isolated structure (ωB97M-V/def2-TZVPD).

```
64
Properties=species:S:1:pos:R:3:forces:R:3:lowdin_charge:R:1
Rh -0.6773 1.1087 -0.1280 -0.4 0.2 0.1 0.6563
C -0.2802 0.8993 3.1828 0.0 0.0 0.0 -0.0639
O -1.1615 0.6691 2.0810 0.0 0.1 0.0 -0.3604
C -2.5283 0.5270 2.4684 0.0 -0.1 0.0 -0.1694
C -3.3014 0.0866 1.2463 0.0 0.1 0.0 -0.1639
O -3.0847 0.9601 0.1325 0.0 -0.1 0.1 -0.2314
C -3.7793 2.2132 0.1782 0.0 0.0 -0.2 -0.1429
C -2.7992 3.3247 0.4787 0.0 -0.1 0.0 -0.1684
O -1.7436 3.2773 -0.4858 0.1 0.1 0.1 -0.3287
C -2.0926 3.8220 -1.7676 0.0 -0.1 0.0 -0.0461
H -0.3007 0.0432 3.8586 0.0 0.0 0.0 0.0873
H -0.5720 1.8037 3.7216 0.0 0.0 0.0 0.1069
H 0.7232 1.0092 2.7788 0.0 0.0 0.0 0.0797
H -2.8952 1.4683 2.8912 0.0 0.0 0.0 0.1356
H -2.6140 -0.2448 3.2398 0.0 0.0 0.0 0.1456
H -4.3694 0.0152 1.4630 0.0 0.0 0.0 0.1453
H -2.9525 -0.8934 0.9205 0.0 0.0 0.0 0.1050
H -4.6059 2.1813 0.8899 0.1 0.0 0.1 0.1458
H -4.2002 2.3530 -0.8186 -0.1 0.0 0.1 0.1352
H -2.3111 3.1853 1.4440 -0.1 0.0 0.0 0.1225
H -3.2900 4.3006 0.4769 0.0 0.0 -0.1 0.1435
H -1.1682 4.1042 -2.2631 0.0 0.0 0.0 0.0805
H -2.6223 3.0882 -2.3772 0.0 0.0 0.0 0.0972
H -2.7126 4.7089 -1.6371 0.0 0.0 0.0 0.1078
C -0.2748 -0.2006 -3.7371 -0.1 0.0 0.0 -0.0030
N 0.7522 -0.9392 -3.0207 0.2 0.0 -0.1 -0.1077
C 1.9422 -1.3584 -3.5850 0.0 0.0 0.1 -0.0129
C 2.6033 -2.0540 -2.6311 -0.2 0.1 0.0 -0.0261
N 1.8263 -2.0641 -1.4891 0.3 0.1 -0.1 0.0002
B 2.3577 -2.6080 -0.1049 -0.1 0.0 -0.1 -0.4105
N 1.4747 -3.8461 0.3511 0.1 0.1 0.1 0.0151
C 1.6019 -5.0498 -0.2169 -0.2 -0.2 0.0 0.0094
C 0.7840 -5.9520 0.4518 0.1 0.1 -0.1 0.0311
N 0.1802 -5.2721 1.4325 0.0 0.1 0.1 -0.1035
C -0.7673 -5.8375 2.3916 0.0 0.0 0.0 0.0021
C 0.5919 -3.9473 1.4010 0.1 -0.4 -0.2 -0.7377
S 0.1072 -2.7933 2.4670 0.0 0.2 0.1 0.8398
C 0.7114 -1.3760 -1.7510 -0.1 0.0 0.3 -0.6522
S -0.5528 -1.1551 -0.5785 0.0 0.1 -0.2 0.6912
H -0.7782 -0.8516 -4.4497 0.0 0.0 0.0 0.1096
H 0.1829 0.6335 -4.2644 0.0 0.0 0.0 0.1022
H -1.0117 0.1701 -3.0261 0.0 0.0 0.0 0.0549
H 2.1972 -1.1281 -4.6037 0.0 0.0 0.0 0.1363
H 3.5654 -2.5315 -2.6541 0.0 0.0 0.0 0.1304
H 3.4477 -3.0503 -0.3353 0.0 0.1 0.1 0.0860
H 2.3283 -1.7527 0.7301 -0.1 0.0 0.0 0.0531
H 2.2661 -5.2221 -1.0459 0.0 0.0 0.0 0.1456
H 0.6291 -7.0048 0.2909 0.0 0.0 0.0 0.1492
H -0.6154 -6.9123 2.4202 0.0 0.0 0.0 0.1050
H -1.7845 -5.6110 2.0795 0.0 0.0 0.0 0.1070
H -0.5782 -5.4070 3.3700 0.0 0.0 0.0 0.0802
C 2.0344 3.5686 -1.8891 0.0 0.0 0.0 -0.2865
Sb 1.5807 2.5463 -0.0903 0.4 -0.3 -0.1 1.3291
C 3.3361 1.3652 0.1022 0.0 0.0 0.1 -0.2734
C 1.9139 4.0389 1.3687 0.0 0.0 0.0 -0.2870
H 2.8612 4.2490 -1.6927 0.0 0.0 0.0 0.0260
H 1.1923 4.1357 -2.2740 0.0 0.0 0.0 -0.0049
H 2.3456 2.8344 -2.6304 0.0 0.0 0.0 0.0112
H 3.8519 1.3398 -0.8562 0.0 0.0 0.0 0.0189
H 3.0841 0.3503 0.4041 0.0 0.0 0.0 -0.0209
H 3.9964 1.8089 0.8451 0.0 0.0 0.0 0.0225
H 2.8583 4.5238 1.1272 0.0 0.0 0.0 0.0247
H 1.9853 3.5763 2.3509 0.0 0.0 0.0 0.0113
H 1.1123 4.7733 1.3673 0.0 0.0 0.0 0.0151
```
Forces are in eV/Å.

## Properties
<S²>: 6.03
relative energy (zero: lowest compared OMol25 entry of this formula, charge and spin): 0.00 kcal per mole
multiplicity: 5
energy: -62177.248 eV
net charge: +2
lowest unoccupied orbital energy (spin up / spin down): -4.302 / -7.573 eV


# 2
Entry from OMol25: a 7-piece molecular cluster, C17H35BrN2O6 overall (ωB97M-V/def2-TZVPD).

```
61
Properties=species:S:1:pos:R:3:forces:R:3:lowdin_charge:R:1
C 4.1101 -3.2817 0.6361 0.2 0.0 0.1 -0.0563
C 4.6107 -2.0615 -0.1354 -0.4 -0.6 -0.5 -0.3822
C 4.0221 -2.1239 -1.5484 -0.1 0.3 0.3 -0.0539
C 4.3478 -0.7406 0.5816 0.3 -0.2 0.3 -0.0766
N 2.9279 -0.3133 0.4929 -0.1 0.1 0.0 -0.0024
C 2.0477 -0.7682 1.3964 0.0 0.0 -0.1 0.0306
C 0.7145 -0.4379 1.3109 -0.2 0.1 -0.1 0.0344
C 0.2694 0.3734 0.2687 0.1 0.0 -0.1 -0.1320
C -1.1729 0.7074 0.1196 0.0 0.0 0.0 -0.1297
C -1.7736 0.7215 -1.1422 0.4 -0.1 0.2 0.0256
C -3.1060 1.0235 -1.2624 -0.1 -0.1 0.1 0.0114
N -3.8380 1.2979 -0.1744 0.0 0.2 0.2 -0.0340
C -5.2912 1.5699 -0.3179 -0.3 0.1 -0.2 -0.0987
C -6.0874 0.3178 -0.6251 0.1 -0.5 0.0 -0.2473
C -6.0924 -0.7293 0.4776 -0.2 0.1 -0.1 -0.5471
Br -4.5271 -1.8880 0.3914 0.2 -0.1 0.1 0.6852
C -3.2900 1.2854 1.0508 -0.1 0.0 -0.1 0.0003
C -1.9624 0.9984 1.2290 0.3 -0.1 -0.1 0.0501
C 1.2125 0.8538 -0.6437 -0.3 -0.1 0.1 0.0609
C 2.5295 0.4957 -0.5018 0.2 -0.1 0.0 0.0285
H 3.0227 -3.3043 0.7327 -0.1 0.0 0.0 0.0763
H 4.3837 -4.1834 0.0925 0.0 0.0 0.0 0.0930
H 4.5674 -3.3601 1.6217 -0.1 0.1 0.1 0.0929
H 5.6932 -2.1354 -0.2286 0.1 0.1 0.1 0.1383
H 4.4299 -1.3658 -2.2124 0.1 0.0 -0.1 0.0682
H 2.9353 -2.0015 -1.5108 -0.1 -0.1 -0.1 0.0664
H 4.1971 -3.1118 -1.9628 0.1 0.0 -0.2 0.0955
H 4.9717 0.0582 0.1944 -0.1 0.1 -0.1 0.1106
H 4.5504 -0.8530 1.6445 0.2 0.1 0.0 0.1428
H 2.4356 -1.3969 2.1832 0.1 0.0 0.0 0.1603
H 0.0389 -0.8388 2.0527 -0.1 -0.1 0.0 0.1453
H -1.2023 0.4797 -2.0268 0.0 0.0 -0.1 0.1465
H -3.6149 1.0361 -2.2142 -0.1 0.0 0.0 0.1666
H -5.4126 2.3040 -1.1124 0.1 0.0 -0.1 0.1464
H -5.6145 2.0413 0.6063 0.0 0.0 0.1 0.1379
H -7.1197 0.6008 -0.8182 -0.1 0.2 0.1 0.0992
H -5.7210 -0.1537 -1.5386 0.0 0.1 -0.1 0.1096
H -6.1283 -0.3001 1.4749 0.1 0.0 0.1 0.0685
H -6.9425 -1.3933 0.3716 0.0 -0.1 0.0 0.0723
H -3.9397 1.5063 1.8830 -0.1 0.0 0.0 0.1579
H -1.5606 1.0135 2.2303 0.0 0.0 0.0 0.1305
H 0.9426 1.5203 -1.4495 0.0 0.0 0.0 0.1339
H 3.2967 0.8426 -1.1764 0.1 0.0 0.0 0.1577
O 6.6067 -0.0040 -1.7737 -0.2 -0.1 -0.1 -0.0359
H 6.1826 0.6416 -2.3486 0.2 0.1 0.0 0.0624
H 7.2541 -0.4340 -2.3454 0.1 0.0 0.1 0.0779
O -0.4077 -2.9236 -1.0779 0.0 0.1 0.1 -0.0297
H 0.2924 -2.2809 -1.2218 0.0 0.0 -0.1 0.0099
H -1.1492 -2.4331 -0.7087 -0.1 -0.1 0.0 0.0142
O 7.3841 0.1396 1.1385 -0.2 -0.3 -0.3 -0.0554
H 8.1865 -0.3920 1.1866 0.1 0.1 0.2 0.0510
H 7.1514 0.0898 0.2002 0.2 0.2 0.0 -0.0180
O -0.8915 3.9474 -1.6781 0.1 -0.1 -0.2 -0.0294
H -1.2591 4.5034 -0.9832 0.1 0.0 0.0 0.0521
H -0.9438 3.0411 -1.3691 -0.1 0.1 0.2 -0.0246
O 0.9892 2.1991 3.8209 0.1 0.0 -0.1 -0.0299
H 0.9691 1.5768 3.0901 -0.1 0.0 0.0 -0.0121
H 0.0742 2.3852 4.0530 0.0 0.0 0.1 0.0393
O -9.2021 1.5256 -0.2490 0.3 0.1 0.1 -0.0513
H -9.7623 1.6363 0.5271 -0.1 -0.1 0.0 0.0512
H -9.1283 2.4134 -0.6152 -0.2 0.0 -0.1 0.0451
```
Forces are in eV/Å.

## Properties
energy: -103490.387 eV
net charge: +2
lowest unoccupied orbital energy: -7.852 eV


# 3
Entry from OMol25: a 2-piece molecular cluster, C17H35FN4O5P overall (ωB97M-V/def2-TZVPD).

```
63
Properties=species:S:1:pos:R:3:forces:R:3:lowdin_charge:R:1
C -2.8030 -2.1166 2.4762 0.1 0.3 -0.9 -0.0876
C -1.7286 -3.0515 1.6823 -0.7 0.3 0.2 -0.1229
C -1.9991 -2.8390 0.0916 -2.1 -2.2 3.1 -0.2591
F -2.0518 -4.0377 -0.6452 1.0 2.3 0.7 0.0207
N -1.0725 -1.7684 -0.3731 -1.4 1.8 -0.7 -0.0301
C -2.0021 -0.7171 -0.9762 -1.0 1.8 -2.4 -0.0497
C -1.1314 0.2166 -1.9736 2.7 0.5 0.8 -0.3942
C 0.0276 1.1522 -1.3725 0.2 0.9 1.2 -0.1566
C 0.2393 2.5577 -2.1480 1.9 -0.3 0.3 -0.1637
C 1.7851 2.9711 -1.8543 0.4 -0.3 0.0 -0.1663
C 2.0849 3.2154 -0.3111 -0.8 1.1 -0.4 -0.1876
O 3.5178 3.0460 -0.0120 -0.8 -0.9 2.4 -0.0610
C 3.6478 3.0579 1.4155 -1.0 2.7 2.0 -0.4053
C 4.5684 2.0419 2.2152 0.5 -0.2 -0.8 0.0042
O 3.0375 3.9269 2.0831 1.7 -3.0 -2.3 0.0453
N -1.9709 1.0662 -2.8500 -2.7 -2.2 1.9 0.0912
C -3.0006 1.6216 -2.2461 -0.3 -0.2 -1.2 -0.3134
C -4.4032 1.5678 -3.0492 1.3 2.4 -0.2 -0.0396
C -3.0266 2.4002 -0.8609 -0.8 -0.8 0.5 -0.0352
C -0.2873 -1.0116 -2.6650 -1.5 0.7 -0.2 -0.0762
C 0.0378 -1.9111 -1.3499 3.9 1.9 -0.9 -0.3769
P 0.8611 -3.5607 -1.7877 -0.4 -3.6 -1.3 0.8636
N 2.5144 -3.2763 -2.3040 -1.5 1.9 1.3 -0.1744
O 0.9972 -4.4766 -0.3366 0.2 3.1 -0.7 -0.3151
H -3.1013 -1.2061 1.8308 0.5 -1.3 1.0 0.0634
H -2.3838 -1.6814 3.4364 -0.6 -0.9 -1.1 0.0849
H -3.7588 -2.7242 2.6196 1.4 1.0 0.1 0.0970
H -0.6649 -2.7799 1.9879 -1.2 -0.4 -0.5 0.1018
H -1.9359 -4.1143 2.0218 0.5 1.2 -0.8 0.1313
H -3.0637 -2.4051 0.0595 1.7 -0.8 -0.4 0.1551
H -0.6641 -1.2643 0.4415 -0.4 -1.0 -0.3 0.1865
H -2.6701 -0.2249 -0.2023 1.3 -0.6 -0.7 0.1232
H -2.7180 -1.2025 -1.7393 1.1 0.3 1.4 0.1715
H 1.0725 0.6683 -1.3601 -1.7 0.4 -0.1 0.1046
H -0.1842 1.4083 -0.2658 0.2 -0.4 -1.6 0.1111
H 0.1978 2.4420 -3.2915 -0.4 0.2 1.8 0.1272
H -0.4342 3.3875 -1.7627 0.6 -1.2 -0.7 0.1077
H 2.0947 3.9009 -2.4550 -0.6 -1.4 0.9 0.1280
H 2.4547 2.1121 -2.2226 -0.9 1.2 0.5 0.1171
H 1.5238 2.5247 0.3959 0.5 0.8 -1.1 0.1157
H 1.7569 4.2886 -0.0674 0.6 -1.6 -0.2 0.1417
H 3.9262 1.2514 2.7466 0.8 1.2 -1.0 0.0699
H 5.3215 1.5229 1.5269 -1.2 0.7 1.0 0.0916
H 5.1554 2.6058 3.0226 -1.1 -0.6 -1.3 0.1017
H -5.2347 1.0731 -2.4575 1.2 0.5 -0.6 0.0891
H -4.6882 2.6743 -3.2094 0.0 -1.7 0.3 0.0880
H -4.2326 1.1449 -4.0890 -0.2 0.2 1.6 0.0858
H -2.0124 2.7057 -0.4558 -1.3 -0.4 -0.8 0.0664
H -3.7253 3.3071 -0.9681 1.2 -1.3 0.0 0.1043
H -3.5146 1.7569 -0.0338 0.6 0.9 -1.3 0.0874
H -0.9379 -1.5131 -3.4664 0.9 0.3 1.4 0.1342
H 0.6033 -0.5724 -3.2208 -0.9 -0.9 1.1 0.1327
H 0.9072 -1.3607 -0.8136 -1.3 -0.5 -0.8 0.1269
H 2.8559 -2.3396 -2.0156 0.3 -0.9 -0.4 0.0410
H 2.6440 -3.4262 -3.3114 -0.3 0.1 0.6 0.0414
H 1.3838 -3.8714 0.3370 0.0 -0.9 -0.1 0.0454
C 2.4691 -0.9257 5.4621 0.2 0.3 0.2 0.0550
N 2.1135 -1.4705 4.1254 0.0 0.0 0.0 -0.4448
O 2.4760 -0.8394 3.1454 -0.3 -0.3 0.1 0.0381
O 1.4828 -2.5123 4.1045 0.2 0.4 -0.2 0.0562
H 3.0259 -0.0008 5.3270 -0.1 -0.1 -0.1 0.0965
H 1.5398 -0.7419 5.9995 0.1 -0.2 0.0 0.1064
H 3.0783 -1.6725 5.9695 -0.2 0.0 0.0 0.1091
```
Forces are in eV/Å.

## Properties
energy: -46386.728 eV
net charge: +1
lowest unoccupied orbital energy: -2.922 eV